60
Properties=species:S:1:pos:R:3:forces:R:3:mulliken_charge:R:1 method="wB97M-V/def2-TZVPD" relative_energy_kcal_mol=202.1 largest_force_ev_per_a=8.94 e_homo_ha=-0.3473 spin_multiplicity=1 smiles="CC(C)=O.CC(C)=O.CC(C)=O.CC(C)=O.CC(C)=O.CC(C)=O" e_lumo_ev=-0.19
C 3.461 -3.428 -0.721 5.0139 2.1508 1.8450 -0.77
C 3.693 -3.849 0.733 3.6324 -4.6579 -0.3331 0.65
C 3.243 -3.000 1.805 -1.4546 3.1518 2.6956 -0.58
O 4.472 -4.891 0.994 -3.9557 4.8945 -1.4111 -0.63
H 4.244 -4.047 -1.157 -0.2631 0.1276 -0.8729 0.41
H 3.822 -2.254 -0.846 -1.3874 -3.0444 0.2569 0.13
H 2.532 -3.674 -1.045 -2.8278 -0.2358 -1.0901 0.22
H 3.873 -3.235 2.655 0.0026 -0.1837 0.3225 0.43
H 2.096 -3.161 2.257 2.9170 0.7501 -1.8553 0.18
H 3.576 -1.824 1.576 -1.6315 -2.9563 0.4596 -0.02
C 1.988 2.746 1.038 1.0935 -1.7800 1.4199 -0.32
C 3.087 2.081 1.952 2.0003 -3.1197 -0.3539 0.49
C 4.141 3.094 2.496 -0.7913 -2.1738 -1.6615 -1.22
O 3.193 0.805 2.231 -1.0605 6.2483 -1.4818 -0.55
H 2.269 2.854 -0.028 -0.1598 -0.5469 0.6387 0.26
H 1.713 3.711 1.412 0.1169 0.6022 0.2844 0.60
H 1.185 2.083 1.308 -1.0076 -0.1487 -1.0890 -0.29
H 4.418 2.644 3.397 0.6222 0.1768 1.8135 0.35
H 3.734 4.050 2.450 -1.0164 1.6437 0.9641 0.37
H 5.031 3.261 1.900 0.2428 -0.8715 -0.5583 0.31
C -1.405 0.178 1.921 1.6069 -3.1657 0.7239 -0.64
C -1.846 1.120 0.901 1.2595 8.4999 -0.0898 0.83
C -3.061 0.737 0.014 2.9745 0.5859 -0.8490 -0.73
O -1.312 2.455 0.930 -3.1738 -8.3314 -0.6864 -0.59
H -1.618 -0.953 1.742 0.2185 2.0360 -0.2887 0.00
H -1.966 0.318 2.832 -0.5378 0.5074 0.3067 0.43
H -0.328 0.228 2.272 -1.1076 0.4165 -0.8325 0.16
H -2.643 0.024 -0.715 -0.4155 -0.1883 0.3841 -0.15
H -3.577 1.470 -0.572 0.4356 1.1367 -0.0866 0.26
H -3.807 0.302 0.577 -1.2743 -1.5052 1.5201 0.48
C -5.312 -3.391 0.371 0.4479 0.6711 0.8906 -0.99
C -3.940 -2.914 0.749 2.3346 2.1837 4.2135 0.68
C -2.637 -3.316 -0.028 -3.6308 -1.6784 -0.5376 -0.51
O -3.779 -2.176 1.781 -0.7274 -2.1562 -3.4028 -0.56
H -5.621 -2.599 -0.377 -0.1282 -1.6112 0.1687 0.24
H -5.971 -3.263 1.293 0.8336 -0.3630 -1.3324 0.29
H -5.127 -4.461 0.098 -1.0976 1.0295 -0.4832 0.33
H -1.785 -3.016 0.498 1.1828 0.0545 0.9718 0.10
H -2.696 -2.654 -0.901 0.2058 -0.7481 -0.4940 0.05
H -2.712 -4.480 -0.239 0.5128 2.5690 -0.0200 0.39
C -0.419 -0.944 -2.415 -0.5741 1.2074 -0.8614 -1.04
C 0.482 -1.287 -1.261 1.5377 -3.8338 6.0290 0.99
C 1.642 -0.234 -0.945 -2.3905 -0.0975 4.5259 -0.55
O 0.387 -2.369 -0.403 -0.0348 6.3114 -5.8019 -0.59
H -0.001 -0.623 -3.442 0.0899 0.5798 2.2169 0.36
H -1.334 -0.351 -2.078 1.7535 0.1720 -0.3249 -0.13
H -0.962 -1.724 -2.812 -0.9764 -2.8484 -0.1508 0.46
H 2.299 -0.387 0.079 -2.5029 0.0602 -1.9931 -0.27
H 1.260 0.838 -0.927 0.6346 -1.4531 -0.5837 -0.01
H 2.378 -0.492 -1.579 2.4787 -0.0359 -3.1522 0.72
C -1.883 3.154 -2.598 0.5741 -1.0695 4.6681 -0.65
C -1.298 4.559 -2.423 -5.5000 3.5125 0.3824 0.55
C -0.044 4.579 -1.682 1.7381 1.1949 -0.9893 -0.74
O -1.986 5.636 -2.692 3.3414 -4.9711 0.6936 -0.62
H -1.246 2.351 -2.011 -1.0254 1.7677 -0.9956 -0.11
H -1.817 2.880 -3.543 0.4412 -1.1722 -4.7182 0.51
H -2.932 2.880 -2.328 0.6355 1.2570 0.0944 0.26
H -0.037 4.010 -0.778 0.0028 -1.4726 -0.0191 0.05
H 0.120 5.544 -1.261 0.1582 1.2441 -0.2965 0.42
H 0.763 4.406 -2.454 -0.3869 -0.3225 1.2069 0.31

***

92
Properties=species:S:1:pos:R:3:forces:R:3:mulliken_spin:R:1 method="wB97M-V/def2-TZVPD" largest_force_ev_per_a=6.24 e_homo_ha="-0.4527 / -0.4526" spin_multiplicity=2 s2=0.756 total_charge=+1 e_lumo_ev="-5.07 / -9.50"
O 2.055 6.010 1.091 1.5404 -2.3723 -1.2986 0.00
S 2.479 4.902 0.205 -1.6028 0.0648 0.1216 0.00
O 2.217 5.031 -1.216 0.4367 -0.4404 1.9633 0.00
O 4.061 4.471 0.324 -1.1176 1.3556 0.7946 0.00
C 4.704 4.837 1.594 1.2158 -1.3232 -0.0533 0.00
C 5.861 3.807 1.783 -1.2717 0.6627 0.8164 0.00
C 1.669 3.281 0.825 0.9188 1.2108 -0.7264 0.00
H 3.982 4.776 2.408 0.0183 -0.0381 -0.1224 0.00
H 5.141 5.836 1.598 -0.4081 0.1208 -0.5652 0.00
H 5.448 2.864 2.141 -0.0401 -0.2726 -0.5813 0.00
H 6.437 4.128 2.652 0.3987 0.2749 -0.2438 0.00
H 6.474 3.710 0.887 -0.0479 -0.0182 0.1922 0.00
H 0.598 3.473 0.748 0.0924 -0.0399 0.0752 0.00
H 1.973 2.975 1.826 0.0075 0.5985 0.0755 0.00
H 1.992 2.488 0.151 -0.0797 0.3067 -0.2524 0.00
O -6.965 1.895 -0.966 0.2222 -0.4433 -0.0615 0.00
S -5.952 0.888 -0.988 1.8619 -1.9568 0.5147 0.00
O -6.232 -0.549 -0.957 0.0390 1.9590 -0.8450 0.00
O -4.959 1.158 -2.293 -0.2400 -0.8452 1.9761 0.00
C -4.736 2.557 -2.560 -1.5130 0.6822 -1.4781 0.00
C -3.554 2.794 -3.454 0.2564 -1.1925 0.0694 0.00
C -4.781 1.058 0.428 -0.9950 0.3884 -1.4973 0.00
H -4.724 3.213 -1.690 0.0546 -0.4145 0.2884 0.00
H -5.626 2.791 -3.145 -0.0742 0.6322 0.1978 0.00
H -3.735 3.689 -4.049 0.5302 0.2475 0.4654 0.00
H -3.473 1.993 -4.190 -0.2173 -0.1630 -0.1272 0.00
H -2.636 2.722 -2.870 0.2257 0.7127 -0.2298 0.00
H -3.873 0.496 0.213 -0.2409 0.0471 -0.0921 0.00
H -5.354 0.587 1.228 0.1958 0.4653 0.2013 0.00
H -4.571 2.125 0.503 0.0156 -0.1774 0.5611 0.00
O 3.435 2.713 -5.409 0.5992 -0.0786 1.3336 0.00
S 3.402 3.135 -4.018 -2.8276 2.1879 -1.1039 0.00
O 2.962 4.517 -3.757 1.8162 -3.1947 -0.1585 0.00
O 2.244 2.218 -3.284 0.5477 -0.7872 -0.3946 0.00
C 1.995 0.879 -3.825 -1.5066 0.8888 -1.1049 0.00
C 3.126 -0.055 -3.703 0.9827 -0.0262 -0.0623 0.01
C 4.890 2.583 -3.176 -0.4195 0.9093 -0.1747 0.00
H 1.704 0.912 -4.875 0.2014 0.6980 -0.2210 0.00
H 1.067 0.501 -3.396 0.1332 0.3926 0.8877 0.00
H 3.802 0.106 -4.542 0.2758 0.0940 0.1341 0.00
H 2.823 -1.095 -3.818 -0.0402 -0.0686 0.5130 -0.01
H 3.623 0.219 -2.772 0.1715 -0.9399 0.1797 0.00
H 4.964 1.516 -3.386 0.2999 0.3988 0.1357 0.00
H 4.817 2.848 -2.121 -0.2140 -0.2430 0.0084 0.00
H 5.706 3.173 -3.594 0.0121 -0.2264 -0.2058 0.00
C -5.239 -3.198 3.466 -0.3547 0.3542 0.4695 0.00
Br -4.247 -1.645 2.780 -0.3173 -0.4206 0.1339 0.00
Br -4.359 -4.871 3.059 -0.3440 0.5614 0.0293 0.00
Br -7.135 -3.133 3.002 0.7312 -0.0999 -0.2210 0.00
H -5.264 -3.032 4.543 0.3307 -0.3107 -0.2864 0.00
C -0.731 -2.230 -3.464 -0.4618 0.2084 -1.6235 -0.04
Br 0.632 -2.208 -1.987 -0.9290 0.1017 -1.2059 0.65
Br 0.151 -2.195 -5.260 0.3617 0.6566 1.1566 0.14
Br -2.165 -0.894 -3.329 1.3058 -0.8721 0.2696 0.02
H -1.099 -3.232 -3.685 -0.3466 0.0971 1.6381 0.00
C 3.633 -4.245 1.866 1.2561 1.2246 0.3022 -0.01
Br 5.629 -4.681 1.514 -2.3940 0.5436 0.4219 0.01
Br 2.696 -3.791 0.199 0.4484 -0.4617 0.7256 0.06
Br 3.405 -2.666 3.138 0.5960 -1.2816 -1.0594 0.01
H 3.158 -5.085 2.373 0.1463 0.0480 -0.3662 0.00
C 2.776 2.092 5.215 0.0708 -0.0243 -1.4320 0.00
Br 3.573 3.881 5.097 -0.6845 -0.8754 0.3289 0.00
Br 3.868 0.871 4.106 -0.2385 0.2716 0.5852 0.00
Br 0.941 1.993 4.415 0.9570 0.3887 0.9342 0.00
H 2.781 1.719 6.239 -0.1679 0.2420 -0.2861 0.00
C 0.344 -5.621 5.010 -0.6325 -1.9050 -0.2670 0.00
Br 0.145 -4.326 3.529 0.1622 -0.9092 1.1113 0.00
Br 1.545 -7.157 4.592 -0.2215 1.1149 -0.1886 0.00
Br -1.400 -6.528 5.424 0.8890 1.0491 -0.1944 0.00
H 0.757 -5.248 5.947 -0.3182 0.5724 -0.4944 0.00
C -3.753 -3.791 -1.821 -0.9583 0.9944 -0.6610 0.00
C -3.901 -2.834 -0.622 -0.2149 -0.4573 0.7328 0.00
O -2.903 -3.246 0.267 3.9367 -2.9849 1.9362 0.00
S -2.076 -4.668 -0.206 -2.0604 -1.6759 -0.5884 0.00
O -2.813 -5.903 0.139 1.5066 3.3894 -0.3880 0.00
O -0.627 -4.712 -0.046 -2.3293 1.3235 0.0182 0.01
O -2.403 -4.291 -1.753 0.1279 -0.3037 0.0828 0.00
H -3.911 -3.215 -2.732 0.6369 -0.0800 -0.1340 0.00
H -4.501 -4.580 -1.906 0.2956 -0.2873 0.6802 0.00
H -4.774 -2.921 0.025 -0.7173 0.0489 -0.9979 0.00
H -3.652 -1.780 -0.749 -0.4144 -0.0345 -0.8342 0.00
C 0.118 -0.776 2.420 -1.6733 -0.5838 0.0403 0.00
C -0.517 -1.759 1.429 -1.4333 -1.1820 2.1645 0.02
O -0.869 -1.091 0.204 -0.2372 0.3852 -1.3984 0.11
S -0.516 0.522 0.249 -0.5214 1.4160 4.0014 0.00
O -1.646 1.313 0.859 3.1942 -2.7459 -2.4094 0.02
O 0.214 1.039 -0.899 -1.5175 -1.7592 2.0573 0.00
O 0.513 0.132 1.495 2.7118 4.8024 -2.9228 0.00
H 0.922 -1.213 3.012 0.4119 0.1115 -0.6238 0.00
H -0.495 -0.244 3.148 -0.7822 -0.5358 -0.0258 0.00
H -1.454 -2.131 1.844 -0.0082 -0.2631 -0.2602 0.01
H 0.172 -2.593 1.301 -0.0118 0.1117 -0.8561 0.00

***

62
Properties=species:S:1:pos:R:3:forces:R:3:mulliken_charge:R:1 method="wB97M-V/def2-TZVPD" relative_energy_kcal_mol=79.9 largest_force_ev_per_a=4.94 e_homo_ha=-0.3092 spin_multiplicity=1 smiles="CC[C@@H](Br)[C@H]1C(=O)OC[C@]1([C@H](C)F)P(C)CC.CC(C)O.CC(C)O" e_lumo_ev=0.47
C 2.697 3.070 2.986 1.4058 0.5741 0.4538 -0.68
C 2.890 2.467 1.523 -0.5250 0.5042 -0.2616 -0.52
C 1.849 1.342 1.069 0.4691 -0.3271 -1.6995 -0.32
Br 1.533 -0.075 2.473 0.1212 0.7785 -0.8322 -0.17
C 0.499 1.876 0.404 -0.0831 0.6099 0.0135 -0.82
C -0.431 0.867 -0.440 1.1737 -1.2149 -0.4855 0.28
O -0.017 -0.026 -1.202 -2.3011 3.2332 2.9446 -0.59
O -1.801 1.252 -0.173 1.5824 -0.6484 -1.0861 -0.42
C -1.726 2.693 0.082 1.2578 0.1354 -0.9084 -0.65
C -0.568 2.733 1.230 -1.6751 0.6196 -1.3397 1.19
C -1.268 2.134 2.531 -0.9688 0.4273 0.7544 0.22
C -2.622 2.928 2.964 0.7336 0.3498 0.5416 -1.19
F -0.426 2.182 3.724 -0.7423 -0.0679 -1.9521 -0.35
P 0.092 4.529 1.252 1.1473 1.0625 0.9469 -0.20
C -0.371 5.395 2.905 -1.2437 0.3919 -0.3065 -1.21
C -0.753 5.603 -0.071 -0.7895 0.3937 -0.0115 -0.31
C -0.363 7.178 0.088 -0.0868 -0.8744 -0.0505 -0.98
H 3.749 3.124 3.465 -1.6593 -0.1168 -0.6466 0.32
H 2.063 2.457 3.702 0.6347 0.7461 -1.1958 0.17
H 2.344 4.168 2.958 0.2871 -1.8986 -0.0558 0.11
H 2.762 3.346 0.781 0.1378 -1.4464 1.0384 0.19
H 3.949 2.068 1.344 -1.5989 0.3718 0.5482 0.43
H 2.383 0.756 0.227 -1.0438 0.8031 1.3814 0.47
H 0.878 2.637 -0.384 -0.4601 -1.2223 1.0365 0.47
H -1.416 3.080 -0.965 0.0931 0.0369 1.9328 0.33
H -2.682 3.279 0.261 0.8716 -1.7100 0.3152 0.41
H -1.560 1.049 2.358 0.7922 1.3188 0.2858 0.43
H -3.510 2.218 3.009 1.0984 1.0524 -0.4012 0.27
H -2.482 3.333 4.037 -0.0459 -0.7636 -1.6969 0.35
H -2.803 3.858 2.317 0.0445 -1.5797 0.8367 0.23
H -0.178 4.737 3.813 -0.0623 0.8679 -1.3233 0.34
H 0.197 6.391 2.957 -0.6354 -1.6337 -0.0355 0.39
H -1.488 5.664 2.878 1.5372 -0.3406 0.2857 0.34
H -1.901 5.487 -0.015 1.7176 0.2929 -0.4755 0.27
H -0.336 5.268 -1.080 -0.8288 0.2287 1.3915 0.33
H 0.653 7.290 0.625 -1.6437 -0.0742 -0.8601 0.26
H -0.272 7.588 -0.982 -0.1977 -0.3356 1.8038 0.35
H -1.202 7.703 0.671 1.4908 -0.6163 -0.9112 0.25
C 2.020 -4.870 0.019 0.0832 -0.2765 0.0995 -1.20
C 0.561 -4.439 0.003 0.4293 0.4993 -0.1159 0.33
C 0.268 -3.519 -1.172 -0.2266 -0.0085 -0.0954 -0.97
O 0.253 -3.764 1.221 -0.1964 -0.1611 0.1516 -0.54
H 2.682 -4.004 0.120 -0.0920 0.0314 -0.1245 0.29
H 2.218 -5.521 0.875 -0.0671 -0.0015 -0.1109 0.34
H 2.283 -5.406 -0.896 0.0400 0.0308 0.0544 0.31
H -0.082 -5.321 -0.051 -0.0225 0.1072 0.1914 0.29
H 0.869 -2.606 -1.113 0.0489 -0.1036 -0.0131 0.30
H -0.780 -3.208 -1.164 0.0793 -0.0729 -0.0190 0.29
H 0.479 -4.015 -2.123 0.0111 0.0600 0.0111 0.24
H 0.818 -2.982 1.278 -0.0935 -0.0570 -0.0319 0.30
C -0.312 -6.945 -5.393 0.0571 -0.2102 -0.2317 -1.21
C -0.839 -7.374 -4.032 0.1940 0.6893 -0.0502 0.32
C -1.799 -6.342 -3.460 -0.2457 -0.0791 0.1654 -1.04
O 0.254 -7.553 -3.135 0.0396 -0.2810 0.1190 -0.54
H 0.240 -6.002 -5.318 -0.1409 0.0289 0.0583 0.30
H 0.385 -7.689 -5.786 -0.1159 0.0127 0.0362 0.32
H -1.127 -6.815 -6.109 0.0714 0.0290 0.0227 0.37
H -1.347 -8.338 -4.122 0.1935 -0.0071 0.1464 0.31
H -1.298 -5.379 -3.319 0.0095 -0.0337 -0.1412 0.19
H -2.161 -6.658 -2.478 0.0016 -0.0330 -0.1129 0.29
H -2.659 -6.195 -4.119 0.0476 0.0364 0.0518 0.39
H 0.710 -6.705 -3.048 -0.1103 -0.1284 -0.0366 0.32

***

76
Properties=species:S:1:pos:R:3:forces:R:3:mulliken_charge:R:1 method="wB97M-V/def2-TZVPD" relative_energy_kcal_mol=0.0 largest_force_ev_per_a=4.97 e_homo_ha=-0.2640 spin_multiplicity=1 total_charge=-1 e_lumo_ev=2.19
P -0.385 -0.444 0.769 -4.6448 1.6230 -0.7115 2.02
F -0.569 0.947 1.609 0.8947 -0.3079 0.6775 -0.53
F -2.038 -0.597 0.791 0.3260 -0.4915 0.5088 -0.46
F -0.733 0.510 -0.541 1.5145 -0.8700 -0.4924 -0.38
F -0.308 -1.813 -0.043 0.4779 0.0645 -0.0211 -0.50
F 1.187 -0.218 0.547 -0.2530 0.1202 1.1325 -0.60
F -0.398 -1.249 2.194 1.3886 0.5555 -0.5017 -0.64
O -5.133 1.289 3.779 0.1387 -0.2902 -0.1345 -0.68
C -3.985 1.190 3.363 -0.3180 0.1418 0.9183 0.60
N -3.615 1.740 2.190 0.2881 -0.1110 -0.5107 -0.33
C -2.894 0.561 4.217 -0.1798 -0.2500 -0.1268 -0.66
H -2.725 1.501 1.780 -0.0400 -0.1055 -0.0049 0.14
H -4.372 1.936 1.554 0.0498 0.1418 -0.0051 0.23
H -2.666 -0.465 3.920 -0.0528 0.0910 -0.4012 0.05
H -3.280 0.477 5.230 0.1320 0.3367 0.0640 0.34
H -1.967 1.131 4.154 -0.0031 0.0208 0.1478 0.26
O 3.317 -2.760 -3.004 -0.5248 0.4222 -0.1329 -0.69
C 2.871 -1.830 -2.331 1.9737 -1.5377 -0.0013 0.72
N 2.460 -2.045 -1.056 -0.2325 1.8250 -0.8689 -0.16
C 2.958 -0.404 -2.826 -0.8262 0.1679 0.9570 -0.87
H 2.427 -2.985 -0.711 -0.2215 -0.0495 0.0734 0.25
H 1.939 -1.258 -0.673 0.2470 -1.0339 0.5090 0.04
H 2.670 0.287 -2.028 -0.4158 0.0230 -0.1914 0.18
H 2.264 -0.350 -3.664 0.2569 0.4268 -0.1744 0.14
H 3.969 -0.087 -3.063 0.0608 -0.5468 -0.4656 0.43
O 0.095 -5.927 2.999 -0.3267 0.0232 0.0041 -0.67
C -0.408 -4.823 2.846 0.8268 -0.8822 -0.1856 0.63
N 0.006 -3.977 1.859 -0.7787 0.5555 0.9626 -0.07
C -1.591 -4.331 3.644 -0.4565 0.0522 -0.3250 -0.99
H 0.585 -4.300 1.109 0.2942 -0.0300 0.1644 0.08
H -0.217 -2.992 1.990 0.1216 -0.5884 -0.6670 0.16
H -1.368 -3.479 4.284 0.0314 0.1854 -0.2515 0.25
H -2.068 -5.090 4.259 0.4761 -0.2834 -0.0106 0.32
H -2.320 -4.076 2.870 -0.1537 0.4769 0.3305 0.30
O 1.450 5.371 0.587 -0.9366 0.1072 -0.2258 -0.69
C 0.609 4.479 0.689 0.8904 -0.4291 -0.2204 0.57
N 0.743 3.547 1.651 -0.0805 -0.1173 0.5063 -0.12
C -0.601 4.334 -0.213 0.4190 1.2090 -1.1481 -0.65
H 0.330 2.632 1.596 -0.3105 0.1899 0.0785 0.27
H 1.394 3.752 2.396 0.3099 -0.3286 -0.1016 0.18
H -0.488 5.117 -0.969 -0.2605 0.3750 0.3624 0.34
H -1.519 4.500 0.346 -0.0685 -0.2144 -0.0482 0.41
H -0.677 3.485 -0.892 0.1817 -0.7136 0.8576 -0.20
O 2.930 3.174 3.881 -0.4308 -0.5017 0.6736 -0.66
C 3.503 2.088 3.900 -0.4643 2.4773 -1.3582 0.40
N 4.639 1.956 4.628 0.1011 -1.7615 -0.5181 -0.39
C 3.025 1.025 2.940 1.0513 -0.8977 -0.4652 -0.40
H 5.266 1.234 4.315 0.1265 -0.0291 0.6014 0.20
H 4.891 2.581 5.368 -0.0261 0.3420 -0.2100 0.23
H 3.075 1.295 1.883 -0.1415 1.0076 0.2484 0.27
H 1.980 0.783 3.119 0.1084 -0.2465 0.2754 -0.05
H 3.690 0.157 2.886 -0.4169 -0.3716 0.7434 0.34
O -1.318 -1.396 -4.803 -0.4385 0.0327 -0.2339 -0.56
C -1.002 -2.358 -4.170 0.3689 -0.4314 0.1690 0.20
O -0.520 -3.487 -4.769 -0.2666 0.4216 -0.9213 -0.39
C 0.183 -4.332 -3.872 -0.4772 0.0771 0.4658 -0.45
C -0.299 -3.857 -2.504 1.7653 -0.7703 2.2104 -0.30
C -0.845 -2.453 -2.645 0.0284 -0.7568 -2.3634 0.62
H 1.260 -4.212 -4.003 -0.0630 0.2664 -0.0298 0.22
H -0.052 -5.378 -4.075 -0.2262 0.1099 -0.0948 0.29
H 0.576 -3.862 -1.841 0.1258 0.3737 -0.1735 -0.09
H -0.874 -4.583 -1.926 -0.8997 0.1960 -0.6665 0.36
H -0.076 -1.680 -2.599 -0.1750 0.0966 1.2129 -0.47
H -1.787 -2.269 -2.145 0.2238 0.4567 0.2143 0.54
O -3.445 3.796 -2.946 0.3497 0.2563 -0.3836 -0.63
C -2.327 3.397 -3.162 -1.6758 -1.0069 1.5445 0.48
O -1.312 4.199 -3.408 0.8326 1.1453 -0.3298 -0.40
C -0.123 3.495 -3.802 -0.9081 -0.8277 -0.2304 -0.53
C -0.422 2.020 -3.502 0.5293 -0.9093 0.2572 0.12
C -1.898 1.950 -3.020 1.5188 0.3710 -1.2676 0.06
H 0.745 3.855 -3.257 -0.1020 0.3710 -0.1116 0.32
H -0.066 3.626 -4.882 0.5309 0.2842 0.0772 0.36
H 0.266 1.620 -2.754 -0.1810 0.2116 0.2711 -0.32
H -0.186 1.407 -4.374 -0.4715 0.0198 -0.1280 0.44
H -1.929 1.602 -1.993 -0.3891 0.1352 -0.0059 -0.17
H -2.499 1.325 -3.676 -0.1228 -0.0948 0.2003 0.36